A molecular structure, C10H28N3OPPdS4SbSe2. Source: the Open Molecules 2025 dataset; level of theory: wB97M-V/def2-TZVPD.

Calculated values
**Strongest force on any atom**: 0.0083 hartree/bohr
**Charge**: -1
**Spin multiplicity**: 3
**<S²>**: 2.013
**HOMO-LUMO gap (alpha / beta)**: 5.63 / 5.82 eV
**E_HOMO (alpha / beta)**: -0.1331 / -0.1506 Ha

The geometry in XYZ format:
```
51
Properties=species:S:1:pos:R:3:forces:R:3
Pd -1.81915 0.40695 -0.10513 0.418 -0.068 0.062
C -4.00427 0.61095 2.61924 0.038 0.043 0.060
Se -2.06972 0.47535 2.52171 0.054 0.247 0.089
C -1.89661 -1.44182 2.80503 -0.119 -0.045 0.133
C -2.76867 -2.25888 1.87268 0.045 -0.195 -0.118
Se -2.10723 -2.12016 0.02800 -0.151 -0.019 0.086
C -3.78344 -2.02659 -0.93987 -0.178 -0.165 -0.034
H -4.36968 0.29854 3.59594 0.003 -0.011 -0.010
H -4.46386 0.04696 1.81255 -0.010 0.027 0.008
H -4.22924 1.66112 2.44911 -0.001 0.013 0.021
H -2.14835 -1.63628 3.84806 -0.037 -0.088 0.002
H -0.83715 -1.65981 2.66567 0.019 0.081 -0.048
H -3.80295 -1.92100 1.91136 0.016 -0.042 -0.135
H -2.75389 -3.31329 2.14933 0.039 0.002 0.068
H -4.33456 -2.95869 -0.83761 0.004 -0.027 -0.020
H -3.50719 -1.84950 -1.97817 -0.022 0.034 0.005
H -4.36430 -1.17450 -0.59633 0.035 0.000 0.012
S -4.88373 0.50518 -3.81576 0.047 -0.054 -0.008
Sb -3.07394 1.58720 -2.98132 -0.054 0.247 0.163
S -1.27601 0.11143 -2.48481 0.115 -0.031 -0.138
S -3.47241 1.92546 -0.57432 -0.140 0.070 -0.167
S -2.33233 3.56366 -3.81519 -0.012 -0.098 -0.016
C 0.71352 2.72676 -0.57830 0.025 -0.005 -0.026
N 1.89257 1.88285 -0.37734 -0.051 -0.079 -0.009
C 3.13103 2.51896 -0.78203 0.046 0.001 -0.002
P 1.76806 0.28159 -0.01020 -0.032 0.112 0.000
O 0.56008 -0.06113 0.79394 -0.048 0.066 -0.016
N 3.19254 0.02703 0.84050 0.053 0.031 0.040
C 3.25827 0.67416 2.14288 0.018 -0.035 0.009
C 3.79838 -1.28960 0.83107 0.035 -0.035 0.012
N 1.89656 -0.65744 -1.35409 -0.025 -0.076 -0.047
C 1.37890 -2.01681 -1.35508 0.005 0.077 -0.032
C 2.32866 -0.19158 -2.65773 -0.038 0.012 0.021
H 0.44255 2.81599 -1.63313 -0.017 0.010 -0.006
H 0.92852 3.72006 -0.17322 -0.009 -0.016 -0.017
H -0.14168 2.32268 -0.04630 -0.028 -0.024 0.027
H 3.07716 2.86581 -1.81971 -0.009 -0.004 -0.001
H 3.96680 1.83014 -0.68060 -0.007 0.014 -0.007
H 3.32291 3.39483 -0.15227 0.000 -0.005 -0.002
H 2.77965 1.65128 2.09660 0.005 -0.002 -0.008
H 4.30353 0.81009 2.43323 0.004 -0.001 0.004
H 2.75381 0.08513 2.91894 0.000 0.001 -0.003
H 3.78096 -1.70279 -0.17546 0.009 0.012 0.029
H 3.29093 -1.99111 1.50802 0.002 -0.008 0.000
H 4.84072 -1.20969 1.15155 -0.003 0.001 0.008
H 1.03375 -2.28899 -0.36155 -0.027 -0.005 0.051
H 2.15973 -2.72368 -1.66315 -0.007 0.015 -0.011
H 0.53340 -2.09887 -2.04331 -0.014 0.005 -0.008
H 2.59799 0.85979 -2.62603 -0.008 0.003 0.009
H 1.51233 -0.30192 -3.37565 0.003 0.007 -0.017
H 3.19708 -0.76584 -3.00174 0.008 0.006 -0.014
```
Forces are in eV/Å.

Here are the Mulliken charges for atoms 1 to 6, given in e:
1. Pd 0.955
2. C -1.040
3. Se 0.056
4. C -0.639
5. C -0.859
6. Se 0.003